Record 1
ORCA calculation (ωB97M-V with the def2-TZVPD basis set) on a structure of composition C34H32N6O9P2PbS2.

Geometry as XYZ:
```
86
C34H32N6O9P2PbS2 | the Open Molecules 2025 dataset | ωB97M-V with the def2-TZVPD basis set
Pb -0.078 0.049 0.247
C -4.604 1.354 1.998
C -3.534 0.872 1.029
N -2.296 1.177 1.226
N -2.159 2.040 2.321
C -0.982 2.264 2.800
S 0.583 1.652 2.402
S -1.063 3.512 4.119
C -0.244 2.572 5.459
C -1.148 1.505 6.016
C -2.117 1.810 6.974
C -2.991 0.838 7.438
C -2.910 -0.461 6.947
C -1.948 -0.775 5.997
C -1.071 0.201 5.534
C -4.020 0.080 -0.131
C -5.291 0.434 -0.613
C -5.923 -0.220 -1.648
C -5.282 -1.317 -2.228
C -4.036 -1.703 -1.790
C -3.332 -1.018 -0.750
O -2.145 -1.418 -0.429
H -4.224 1.324 3.014
H -5.499 0.741 1.915
H -4.857 2.398 1.794
H 0.030 3.309 6.215
H 0.657 2.148 5.021
H -2.188 2.830 7.344
H -3.738 1.094 8.183
H -3.598 -1.222 7.299
H -1.872 -1.786 5.611
H -0.327 -0.046 4.779
H -5.787 1.291 -0.171
H -6.889 0.115 -2.004
H -5.762 -1.866 -3.030
H -3.529 -2.548 -2.240
O 5.107 -4.087 4.035
C 5.412 -3.232 3.175
O 6.527 -2.844 2.763
C 4.203 -2.542 2.503
C 4.381 -1.569 1.538
C 3.274 -0.946 0.975
N 2.025 -1.277 1.323
C 1.842 -2.233 2.238
C 2.910 -2.870 2.857
C 0.432 -2.599 2.593
C 0.168 -3.764 3.312
C -1.134 -4.068 3.658
C -2.153 -3.210 3.277
C -1.817 -2.087 2.545
N -0.562 -1.785 2.208
C 3.453 0.161 -0.022
C 4.663 0.349 -0.686
C 4.794 1.415 -1.556
C 3.723 2.276 -1.750
C 2.548 2.013 -1.067
N 2.423 0.982 -0.232
H 5.399 -1.313 1.280
H 2.784 -3.612 3.633
H 0.973 -4.433 3.585
H -1.349 -4.970 4.216
H -3.189 -3.409 3.525
H -2.579 -1.403 2.195
H 5.484 -0.339 -0.538
H 5.729 1.572 -2.080
H 3.790 3.121 -2.425
H 1.658 2.625 -1.200
N 1.348 0.852 -4.399
C 0.021 0.052 -4.215
C -0.560 -0.319 -5.570
P -1.056 1.344 -3.375
O -2.550 0.774 -3.561
O -0.847 2.527 -4.273
O -0.677 1.460 -1.931
P 0.723 -1.435 -3.306
O -0.474 -2.146 -2.545
O 1.259 -2.316 -4.380
O 1.692 -0.768 -2.353
H 1.109 1.844 -4.509
H 1.889 0.507 -5.184
H 1.865 0.647 -3.503
H -0.899 0.565 -6.116
H -1.417 -0.975 -5.411
H 0.178 -0.878 -6.150
H -2.783 0.136 -2.859
H -0.711 -1.778 -1.664
```

Output
**Maximum force**: 0.9 eV Å⁻¹
**Net charge**: -2
**Relative energy (zero: lowest compared OMol25 entry of this formula, charge and spin)**: 0.00 kcal per mole
**Molecular weight**: 1001.9 g/mol
**E_HOMO**: -2.96 eV
**Kohn-Sham gap**: 0.2519 hartree
**LUMO**: 3.89 eV


Record 2
ORCA calculation (ωB97M-V with the def2-TZVPD basis set) on a structure of composition C34H33AsIN4NiOS.

Geometry as XYZ:
```
76
C34H33AsIN4NiOS | the Open Molecules 2025 dataset | ωB97M-V with the def2-TZVPD basis set
Ni -1.798 0.610 0.635
S -2.862 -0.320 2.337
C -2.556 -2.058 2.334
C -2.944 -2.842 3.423
C -2.725 -4.208 3.400
C -2.125 -4.826 2.305
C -1.740 -4.059 1.220
C -1.952 -2.685 1.250
As -1.548 -1.485 -0.168
C -2.685 -1.926 -1.655
C -2.322 -2.885 -2.593
C -3.199 -3.211 -3.618
C -4.435 -2.584 -3.703
C -4.799 -1.628 -2.763
C -3.924 -1.296 -1.740
C 0.246 -1.862 -0.752
C 1.145 -2.450 0.132
C 2.479 -2.584 -0.226
C 2.917 -2.137 -1.464
C 2.017 -1.566 -2.354
C 0.683 -1.425 -1.999
H -3.417 -2.380 4.279
H -3.029 -4.805 4.250
H -1.964 -5.895 2.302
H -1.275 -4.524 0.359
H -1.359 -3.380 -2.534
H -2.919 -3.958 -4.348
H -5.117 -2.842 -4.502
H -5.765 -1.146 -2.824
H -4.211 -0.560 -0.996
H 0.812 -2.792 1.105
H 3.182 -3.025 0.468
H 3.962 -2.228 -1.727
H 2.354 -1.230 -3.327
H -0.014 -0.990 -2.706
N -1.244 1.665 -2.119
C -1.437 1.275 -1.047
H -1.142 1.957 -3.069
I -4.667 5.700 0.189
C -3.428 4.446 1.273
C -2.928 4.811 2.515
C -2.112 3.918 3.187
C -1.816 2.701 2.605
N -2.288 2.353 1.402
C -3.084 3.210 0.754
H -3.177 5.770 2.948
H -1.708 4.156 4.161
H -1.197 1.968 3.101
H -3.467 2.885 -0.205
C 4.855 1.292 -2.699
C 5.124 2.055 -1.412
N 4.012 1.955 -0.461
C 3.295 3.187 -0.148
C 2.435 3.676 -1.303
C 3.931 0.801 0.248
O 4.762 -0.089 0.144
C 2.761 0.572 1.167
C 2.983 -0.071 2.379
C 1.900 -0.400 3.173
C 0.625 -0.104 2.715
N 0.397 0.496 1.546
C 1.451 0.825 0.796
H 5.701 1.386 -3.380
H 3.967 1.675 -3.205
H 4.707 0.234 -2.483
H 5.279 3.115 -1.614
H 6.024 1.672 -0.930
H 4.035 3.950 0.110
H 2.695 3.031 0.745
H 3.040 3.865 -2.191
H 1.932 4.608 -1.042
H 1.678 2.935 -1.567
H 3.997 -0.317 2.668
H 2.029 -0.895 4.125
H -0.260 -0.368 3.286
H 1.230 1.282 -0.161
```

Output
**Maximum force**: 0.3 eV Å⁻¹
**Net charge**: +1
**Molecular weight**: 806.3 g/mol
**E_HOMO (spin up / spin down)**: -10.13 / -10.13 eV
**Kohn-Sham gap (spin up / spin down)**: 0.2770 / 0.2770 hartree
**LUMO (spin up / spin down)**: -2.59 / -2.59 eV


Record 3
ORCA calculation (ωB97M-V with the def2-TZVPD basis set) on a structure of composition C34H33AsN6OsPSTe.

Geometry as XYZ:
```
78
C34H33AsN6OsPSTe | the Open Molecules 2025 dataset | ωB97M-V with the def2-TZVPD basis set
Os 0.326 0.494 -1.198
C -0.062 5.885 0.201
N 0.087 4.711 -0.668
C 0.381 4.765 -2.003
C 0.467 3.480 -2.440
N 0.233 2.646 -1.374
C 0.002 3.418 -0.309
P -0.368 2.812 1.379
C 1.065 1.692 1.540
N 1.416 0.755 0.651
C 2.518 0.108 1.155
C 2.823 0.662 2.359
N 1.908 1.657 2.583
C 1.838 2.435 3.823
C -1.576 1.551 0.852
N -1.376 0.612 -0.093
C -2.514 -0.168 -0.132
C -3.395 0.323 0.772
N -2.798 1.406 1.367
C -3.371 2.143 2.496
H -0.241 6.752 -0.428
H -0.912 5.750 0.864
H 0.847 6.042 0.777
H 0.493 5.698 -2.528
H 0.659 3.119 -3.436
H 2.999 -0.702 0.635
H 3.603 0.435 3.066
H 2.834 2.786 4.078
H 1.181 3.288 3.684
H 1.448 1.801 4.619
H -2.620 -1.011 -0.791
H -4.388 0.001 1.038
H -4.453 2.068 2.439
H -3.012 1.696 3.422
H -3.083 3.189 2.442
C -1.148 -5.366 0.323
C -1.338 -5.424 -1.050
C -1.019 -4.332 -1.845
C -0.506 -3.189 -1.236
C -0.317 -3.121 0.144
C -0.638 -4.219 0.924
As -0.030 -1.692 -2.304
C 1.871 -1.406 -2.288
C 2.172 -0.050 -2.573
C 3.480 0.436 -2.415
C 4.462 -0.428 -1.969
C 4.150 -1.757 -1.667
C 2.855 -2.246 -1.783
C -0.653 -1.869 -4.091
C -2.026 -1.797 -4.327
C -2.493 -1.966 -5.619
C -1.597 -2.199 -6.656
C -0.233 -2.267 -6.412
C 0.253 -2.103 -5.122
H -1.401 -6.222 0.934
H -1.735 -6.321 -1.506
H -1.164 -4.375 -2.917
H 0.080 -2.226 0.615
H -0.495 -4.178 1.996
H 1.454 0.543 -3.170
H 3.719 1.461 -2.667
H 5.480 -0.079 -1.865
H 4.937 -2.423 -1.334
H 2.626 -3.270 -1.518
H -2.726 -1.621 -3.519
H -3.555 -1.917 -5.818
H -1.968 -2.334 -7.664
H 0.456 -2.456 -7.224
H 1.317 -2.172 -4.933
Te -0.752 -0.818 3.467
C -0.728 -0.419 5.461
C -1.047 0.771 6.100
C -0.940 0.688 7.497
C -0.551 -0.565 7.910
S -0.308 -1.627 6.612
H -1.357 1.657 5.564
H -1.146 1.498 8.180
H -0.400 -0.898 8.926
```

Output
**Maximum force**: 0.2 eV Å⁻¹
**Net charge**: +3
**Relative energy (zero: lowest compared OMol25 entry of this formula, charge and spin)**: 24.04 kcal per mole
**Molecular weight**: 981.5 g/mol
**E_HOMO (spin up / spin down)**: -14.78 / -15.06 eV
**Kohn-Sham gap (spin up / spin down)**: 0.2230 / 0.1859 hartree
**LUMO (spin up / spin down)**: -8.71 / -10.00 eV
**Multiplicity**: 5


Record 4
ORCA calculation (ωB97M-V with the def2-TZVPD basis set) on a structure of composition C34H33BiN3O4P2.

Geometry as XYZ:
```
77
C34H33BiN3O4P2 | the Open Molecules 2025 dataset | ωB97M-V with the def2-TZVPD basis set
Bi -1.998 0.404 -1.602
C 1.117 1.115 0.009
N 1.099 0.312 1.221
C 0.048 -0.667 1.391
P -1.655 -0.009 1.107
C -2.720 -1.213 1.921
C -2.740 -2.537 1.474
C -3.532 -3.466 2.131
C -4.305 -3.082 3.219
C -4.293 -1.764 3.655
C -3.504 -0.825 3.008
C -1.771 1.551 1.989
C -0.922 1.881 3.044
C -1.057 3.107 3.678
C -2.036 4.005 3.268
C -2.891 3.680 2.222
C -2.755 2.457 1.579
C 2.348 0.029 1.842
C 3.233 1.072 2.119
C 4.459 0.808 2.709
C 4.812 -0.493 3.054
C 3.924 -1.524 2.801
C 2.699 -1.272 2.192
P 0.989 0.066 -1.519
C 2.478 -0.945 -1.408
C 3.743 -0.363 -1.354
C 4.858 -1.160 -1.157
C 4.715 -2.539 -1.020
C 3.459 -3.123 -1.085
C 2.337 -2.324 -1.279
C 1.297 1.288 -2.839
C 0.910 2.624 -2.722
C 1.033 3.495 -3.801
C 1.542 3.039 -5.006
C 1.934 1.710 -5.133
C 1.808 0.838 -4.062
H 2.049 1.672 -0.040
H 0.310 1.858 0.026
H 0.070 -1.039 2.415
H 0.119 -1.543 0.729
H -2.165 -2.844 0.607
H -3.550 -4.490 1.780
H -4.924 -3.812 3.727
H -4.899 -1.463 4.500
H -3.502 0.201 3.352
H -0.156 1.189 3.372
H -0.398 3.361 4.498
H -2.135 4.961 3.769
H -3.661 4.375 1.910
H -3.439 2.192 0.778
H 2.952 2.094 1.890
H 5.135 1.628 2.919
H 5.766 -0.695 3.521
H 4.184 -2.542 3.064
H 2.036 -2.099 1.971
H 3.860 0.710 -1.463
H 5.841 -0.709 -1.108
H 5.591 -3.157 -0.864
H 3.350 -4.196 -0.986
H 1.351 -2.775 -1.328
H 0.532 3.012 -1.782
H 0.739 4.532 -3.692
H 1.640 3.717 -5.844
H 2.344 1.353 -6.069
H 2.129 -0.193 -4.168
N -2.638 -0.798 -3.796
N -2.745 -2.150 -3.485
C -2.391 -2.618 -2.231
O -2.500 -3.786 -1.950
O -1.907 -1.706 -1.402
H -3.534 -0.394 -4.056
H -1.964 -0.638 -4.539
H -3.147 -2.800 -4.140
O -4.118 0.195 -1.016
C -4.782 0.861 -1.916
O -4.239 1.437 -2.852
H -5.864 0.924 -1.749
```

Output
**Maximum force**: 0.5 eV Å⁻¹
**Net charge**: +1
**Relative energy (zero: lowest compared OMol25 entry of this formula, charge and spin)**: 0.00 kcal per mole
**Molecular weight**: 818.6 g/mol
**E_HOMO**: -10.43 eV
**Kohn-Sham gap**: 0.2812 hartree
**LUMO**: -2.78 eV